A 3-piece molecular cluster, C37H63BN2O7S overall in a non-equilibrium geometry, computed with the ωB97M-V functional and the def2-TZVPD basis.

Structure (XYZ):
```
111
C37H63BN2O7S | the Open Molecules 2025 dataset | the ωB97M-V functional and the def2-TZVPD basis
C 13.91491 -1.60235 1.86351
C 12.54521 -2.02270 1.17158
C 11.42648 -2.06973 2.29943
C 11.04039 -0.58029 2.73530
C 9.71259 -0.13383 1.98731
C 8.38460 -0.58733 2.71720
C 7.40177 0.62146 3.06742
C 6.18555 0.75227 2.06657
C 4.82286 1.18402 2.75365
C 3.58342 0.50227 2.04201
C 2.21082 0.79254 2.79950
C 1.05540 1.29776 1.84229
C -0.11358 0.22310 1.65355
C -0.78953 -0.02728 3.07995
N -2.26825 -0.00915 3.02190
C -2.90517 -0.85630 4.06694
C -4.47915 -0.53431 4.03354
O -4.92768 -0.27731 2.69812
C -6.29882 0.02520 2.64205
O -7.09008 -1.01580 3.27069
S -6.75537 1.61966 3.47525
C -6.69192 -0.03173 1.10331
C -6.96731 -1.36563 0.54685
C -7.35056 -1.30554 -0.88790
C -7.38783 0.01941 -1.48911
N -7.09102 1.22726 -0.95911
C -6.73550 1.21578 0.35853
B -2.43979 -0.51584 5.58794
C -1.92090 0.94374 6.06340
O -2.49642 -1.48298 6.62686
C -2.66919 -2.36281 3.66121
C -3.48883 -3.03977 2.63154
C -3.23634 -4.43324 2.22854
C -2.14443 -5.23372 2.81437
C -1.35242 -4.58326 3.85080
C -1.60436 -3.20001 4.25034
H 14.20772 -0.59750 1.44489
H 14.72877 -2.35458 1.66865
H 13.74288 -1.47161 2.96761
H 12.19112 -1.24777 0.43121
H 12.61425 -3.00149 0.63182
H 11.81792 -2.68269 3.15184
H 10.47464 -2.55450 1.92788
H 11.88912 0.10154 2.44044
H 10.95375 -0.51188 3.85307
H 9.79585 0.98273 1.84897
H 9.79694 -0.56886 0.94626
H 8.67444 -1.14422 3.64505
H 7.88419 -1.34418 2.04343
H 8.02781 1.55785 3.06341
H 7.06975 0.44213 4.13265
H 6.00921 -0.27097 1.62542
H 6.50561 1.45859 1.24755
H 4.87816 0.95550 3.85490
H 4.75536 2.30806 2.67122
H 3.79498 -0.60563 2.06451
H 3.56212 0.90278 0.98925
H 1.90686 -0.14370 3.35232
H 2.36133 1.57014 3.60336
H 1.49074 1.49685 0.83022
H 0.56033 2.20603 2.29325
H 0.39853 -0.71848 1.32178
H -0.86927 0.58620 0.90510
H -0.34932 -0.96528 3.49946
H -0.42682 0.82001 3.74283
H -2.56132 0.95948 3.19562
H -4.60866 0.35475 4.72463
H -4.97690 -1.40049 4.53824
H -7.93978 -0.61203 3.52457
H -8.12167 1.56477 3.55551
H -6.90195 -2.30874 1.12577
H -7.61301 -2.23422 -1.44992
H -7.71491 0.03901 -2.56562
H -6.48385 2.19850 0.83080
H -1.86975 1.67343 5.21209
H -0.84815 0.78147 6.38894
H -2.47897 1.33650 6.94841
H -3.27222 -2.06211 6.50065
H -4.31740 -2.52653 2.09621
H -3.87036 -4.89784 1.43240
H -1.99113 -6.26993 2.44274
H -0.52425 -5.16803 4.32930
H -0.93397 -2.79061 5.04870
O -5.36392 2.50411 -7.64221
C -5.86047 2.76405 -6.57526
O -5.13771 3.39799 -5.63647
C -5.68536 3.92934 -4.42204
C -5.74783 2.87138 -3.33979
C -7.25524 2.30530 -6.23792
H -6.65365 4.40082 -4.60261
H -5.00920 4.72587 -4.10796
H -6.40313 2.04647 -3.62154
H -6.11417 3.29673 -2.40557
H -4.75780 2.44432 -3.16727
H -7.21589 1.27692 -5.87815
H -7.85849 2.34544 -7.14482
H -7.75955 2.93095 -5.50505
O 0.15108 0.49431 -12.15691
C -0.65345 0.65982 -11.27646
O -1.68500 -0.19364 -11.14069
C -2.57529 -0.20611 -10.01725
C -3.70815 0.78121 -10.20416
C -0.57951 1.86537 -10.37563
H -2.03088 -0.04593 -9.08434
H -2.98366 -1.21662 -9.96567
H -3.34032 1.80572 -10.27628
H -4.40909 0.72592 -9.36987
H -4.24649 0.57179 -11.13090
H -1.06464 2.70891 -10.86689
H 0.47059 2.10366 -10.20705
H -1.02113 1.70982 -9.39392
```

SMILES string = CCCCCCCCCCCCCCN[C@](CO[C@@](O)(S)c1cccnc1)(B(C)O)c1ccccc1.CCOC(C)=O.CCOC(C)=O
Kohn-Sham gap = 8.90 eV
total energy = -68211.788 eV
largest force on an atom = 0.0812 hartree/bohr

***

A 8-piece molecular cluster, C37H64B2F8N8O4 overall in a non-equilibrium geometry, computed with the ωB97M-V functional and the def2-TZVPD basis.

Structure (XYZ):
```
123
C37H64B2F8N8O4 | the Open Molecules 2025 dataset | the ωB97M-V functional and the def2-TZVPD basis
C -2.61176 -3.50641 -2.15066
C -1.33704 -4.08699 -2.72558
O -1.28505 -5.02450 -3.46988
N 0.01981 -3.66267 -2.12399
H -0.30054 -3.20000 -1.27571
H 0.53134 -4.45180 -1.74280
C 0.90157 -2.91882 -3.14013
H -3.27764 -3.24035 -2.97269
H -2.35966 -2.64400 -1.53667
H -3.21864 -4.22939 -1.60579
H 0.36933 -2.39436 -3.93153
H 1.51460 -3.65610 -3.65604
H 1.52155 -2.22973 -2.57036
C 2.60886 0.90150 -5.89073
C 3.34623 1.76517 -4.89996
O 4.52393 1.87819 -4.85318
N 2.37487 2.77750 -4.19630
H 1.79983 3.27543 -4.87066
H 1.60715 2.29700 -3.72386
C 3.11503 3.65167 -3.18701
H 2.02032 0.16948 -5.33101
H 3.42000 0.32900 -6.33787
H 1.86150 1.34692 -6.54550
H 3.80656 4.26230 -3.76388
H 3.52485 2.90573 -2.51108
H 2.38586 4.32472 -2.73943
C 4.98228 -1.14041 0.05615
C 5.00130 0.02177 1.04678
O 4.37565 1.03808 0.95226
N 5.83424 -0.14259 2.35072
H 6.15942 -1.08849 2.51407
H 6.62502 0.48122 2.20530
C 5.07790 0.41533 3.57731
H 5.67867 -0.85157 -0.73417
H 4.00046 -1.12203 -0.41661
H 5.19929 -2.12962 0.45290
H 5.89521 0.41476 4.29728
H 4.36085 -0.35578 3.85327
H 4.64549 1.37458 3.30975
C 2.04099 3.23058 1.50329
N 1.34062 2.31072 2.46347
C 1.37706 2.64015 3.75833
C 0.67532 1.88226 4.69113
C -0.08041 0.79350 4.25811
C -0.18765 0.55848 2.86673
C 0.54922 1.33285 1.96434
C -0.79296 -0.13857 5.16124
C -0.10215 -1.09150 5.86827
C -0.82483 -2.03927 6.64296
N -2.18652 -1.95013 6.70761
C -2.92908 -1.03919 5.98381
C -2.19696 -0.11270 5.25526
C -2.92032 -2.87052 7.62628
H 1.37507 4.02909 1.17785
H 2.40770 2.69783 0.62928
H 2.80626 3.66772 2.14183
H 1.90856 3.53397 4.05220
H 0.86127 2.07270 5.73893
H -0.82217 -0.21809 2.46180
H 0.45523 1.20870 0.89458
H 0.97163 -1.19283 5.80769
H -0.26789 -2.79434 7.17756
H -3.99871 -1.07450 6.12891
H -2.68327 0.61229 4.61756
H -2.23170 -3.60520 8.03574
H -3.65640 -3.32006 6.96045
H -3.42074 -2.27318 8.38665
C -2.97502 0.10534 -0.53964
N -3.50353 1.05736 -1.56349
C -4.84123 1.21204 -1.69399
C -5.33234 2.27128 -2.42431
C -4.50289 3.20600 -3.05802
C -3.09762 3.03640 -2.84295
C -2.67567 1.98442 -2.04272
C -5.08593 4.30656 -3.87535
C -6.33509 4.87930 -3.51344
C -6.92624 5.83684 -4.33080
N -6.22174 6.30820 -5.36597
C -4.99010 5.88478 -5.67895
C -4.40832 4.83570 -4.95439
C -6.78912 7.47650 -6.12683
H -2.81673 0.70386 0.35779
H -2.02351 -0.30945 -0.86555
H -3.74348 -0.63066 -0.31285
H -5.48884 0.50352 -1.19847
H -6.39875 2.43338 -2.35488
H -2.34748 3.74070 -3.17049
H -1.65094 1.83080 -1.73600
H -6.85858 4.58717 -2.61488
H -7.92432 6.21648 -4.16674
H -4.56178 6.44036 -6.50025
H -3.51759 4.40706 -5.39085
H -7.31508 8.15628 -5.45785
H -7.56431 7.08368 -6.78463
H -5.97356 7.98719 -6.63251
C 2.77486 -6.84279 2.25796
C 3.39967 -5.49675 1.96573
C 2.38985 -4.33164 2.10488
O 3.02369 -3.05429 2.06548
C 2.13445 -1.94375 1.74553
N 4.62101 -5.30260 2.90314
H 5.45246 -5.82873 2.64746
H 4.94754 -4.35449 2.74128
H 4.32282 -5.45385 3.86113
H 3.44797 -7.62801 1.91234
H 1.79597 -6.91204 1.78679
H 2.69937 -7.03998 3.32857
H 3.82137 -5.39266 0.96520
H 1.99467 -4.40257 3.12159
H 1.61072 -4.39170 1.34538
H 2.50769 -0.97096 2.06632
H 1.21695 -2.04067 2.33059
H 1.76657 -1.90031 0.71978
B -1.30668 -2.69981 1.03388
F -2.67154 -2.64100 0.83596
F -0.76251 -3.91891 0.75544
F -0.68315 -1.85822 0.10710
F -1.02209 -2.42896 2.34412
B 1.25540 0.56335 -2.18927
F 2.54869 0.23282 -2.47516
F 0.36067 0.55508 -3.25612
F 0.88317 -0.34000 -1.21099
F 1.17438 1.86679 -1.64968
```

net charge = +6
Kohn-Sham gap = 8.77 eV
total energy = -82559.850 eV
largest force on an atom = 0.0727 hartree/bohr